# 1
Entry from OMol25: a 7-piece molecular cluster, C50H51ClNO17S overall at a distorted geometry (the ωB97M-V functional and the def2-TZVPD basis).

Output
E_LUMO (eV): -0.5
HOMO (Ha): -0.085
Kohn-Sham gap (eV): 1.796
Charge: -1

XYZ file:
```
121
Properties=species:S:1:pos:R:3:forces:R:3
C 3.31869 0.13752 2.22874 0.1 0.2 0.1
C 2.96843 -1.32229 2.12016 -0.4 0.5 -0.7
O 3.05133 -2.04917 3.06685 0.5 -0.8 0.9
N 2.59129 -1.77002 0.83407 0.2 0.4 -0.2
C 1.13404 -1.81214 0.59768 -0.1 0.0 -0.4
C 0.30544 -2.61414 1.59756 -0.1 0.1 0.2
C -1.15676 -2.75361 1.15903 0.0 0.0 0.1
C -1.96038 -1.45765 1.33985 0.0 -0.2 -0.3
C -3.36802 -1.48997 0.75364 -0.2 -0.1 0.0
C -3.43323 -0.49442 -0.39414 -0.1 -0.1 0.3
C -4.81798 -0.32389 -1.04320 0.0 0.2 -0.2
C -5.32581 1.12522 -0.99328 0.1 0.0 0.0
C -5.62796 1.51165 0.46505 -0.2 -0.3 -0.1
S -5.36309 3.22239 0.72614 -0.1 0.1 -0.2
O -6.35632 3.99660 0.04667 0.0 0.0 0.0
O -3.98523 3.57437 0.58905 0.1 0.0 0.0
Cl -5.78948 3.36058 2.72807 0.0 0.0 0.2
O -4.24736 -0.88450 1.82147 -0.1 0.2 -0.1
C -5.39620 -1.60281 2.14044 0.3 -0.1 0.2
C -5.48497 -1.83166 3.64803 -0.2 0.1 -0.1
C -5.37103 -0.51837 4.43282 0.0 -0.1 0.2
O -6.72010 -2.50536 3.95167 0.0 0.1 -0.2
H 3.43972 0.40684 3.27710 -0.1 0.0 0.0
H 4.29052 0.27036 1.74062 -0.1 0.0 -0.1
H 2.60335 0.79202 1.72805 0.0 -0.2 0.0
H 3.04217 -2.64129 0.58485 -0.3 -0.2 0.4
H 0.99184 -2.25997 -0.39145 0.1 0.1 0.0
H 0.77038 -0.78972 0.52306 0.0 -0.1 0.1
H 0.29494 -2.10808 2.57132 0.2 -0.1 0.0
H 0.78160 -3.58761 1.75950 -0.1 0.0 -0.1
H -1.64114 -3.52938 1.76069 0.0 0.0 -0.1
H -1.22017 -3.09619 0.11913 0.0 0.1 0.0
H -1.37833 -0.62562 0.89779 0.0 0.0 0.3
H -2.05505 -1.27576 2.41718 0.1 0.1 0.0
H -2.70757 -0.81028 -1.15074 0.0 0.1 0.0
H -3.09891 0.51118 -0.03526 0.1 0.0 -0.1
H -4.78772 -0.62130 -2.09574 0.0 0.0 0.1
H -5.53786 -0.98299 -0.54956 0.0 0.0 0.0
H -6.22340 1.27196 -1.60096 0.0 -0.1 0.1
H -4.56732 1.79125 -1.41592 0.1 -0.1 0.1
H -5.00850 0.94045 1.17150 0.1 0.1 -0.1
H -6.68379 1.36751 0.70459 0.1 -0.1 0.1
H -5.37842 -2.56179 1.61046 -0.1 0.1 0.0
H -6.31231 -1.03997 1.84749 0.0 0.0 0.0
H -4.68776 -2.51832 3.93927 -0.1 0.0 0.0
H -5.49817 0.35122 3.78476 0.0 0.0 0.0
H -4.40300 -0.42666 4.92923 0.0 0.0 -0.1
H -6.13607 -0.50872 5.21350 0.0 0.0 -0.1
H -7.38456 -2.16174 3.33801 0.1 -0.1 0.1
C 7.37214 -3.14087 -1.39217 0.0 0.0 0.0
C 6.11291 -3.00770 -0.98568 0.0 0.0 0.0
C 4.98902 -2.98000 -1.95573 0.0 0.1 0.0
O 3.84212 -2.85992 -1.59086 0.0 -0.2 -0.1
C 5.32565 -3.10335 -3.39958 0.0 0.0 0.0
C 6.58557 -3.23688 -3.80336 0.0 0.0 0.0
C 7.70647 -3.26491 -2.83042 0.0 0.0 0.0
O 8.85496 -3.39401 -3.20569 0.0 0.0 0.0
H 8.20773 -3.17347 -0.70581 0.0 0.0 0.0
H 5.84347 -2.91924 0.05938 0.0 0.0 0.0
H 4.48815 -3.07879 -4.08530 0.0 0.0 0.0
H 6.85812 -3.33067 -4.84738 0.0 0.0 0.0
C 1.25510 4.71185 0.80418 0.0 0.0 -0.1
C 1.38306 3.39914 0.64465 0.0 0.1 0.0
C 0.25751 2.48102 0.94549 -0.2 0.0 0.0
O 0.36753 1.28180 0.81357 0.2 0.2 0.0
C -1.01805 3.07622 1.41568 0.0 0.0 0.0
C -1.14244 4.39125 1.57233 0.0 0.1 0.1
C -0.01635 5.30972 1.28105 0.0 -0.1 0.0
O -0.12910 6.51316 1.41949 0.0 0.0 0.0
H 2.06183 5.40366 0.59702 0.0 0.0 0.0
H 2.29875 2.93855 0.29676 0.0 0.0 0.0
H -1.82729 2.38197 1.60577 0.0 0.0 0.0
H -2.06418 4.85040 1.90628 0.0 0.0 -0.1
C 2.73859 9.10217 -2.57079 0.0 0.0 0.0
C 2.86607 7.78904 -2.73357 0.0 0.0 0.0
C 1.74015 6.86308 -2.44139 0.0 0.0 0.0
O 1.86192 5.66648 -2.58861 0.0 0.0 0.0
C 0.46886 7.46096 -1.96170 0.0 0.0 0.0
C 0.34294 8.77478 -1.79802 0.0 0.0 0.0
C 1.46505 9.69958 -2.09068 0.0 0.0 0.0
O 1.35432 10.89866 -1.94800 0.0 0.0 0.0
H 3.54183 9.79863 -2.77569 0.0 0.0 0.0
H 3.78173 7.32776 -3.08158 0.0 0.0 0.0
H -0.33694 6.76961 -1.75058 0.0 0.0 0.0
H -0.57212 9.23213 -1.44475 0.0 0.0 0.0
C 1.23410 2.51328 5.28190 0.0 0.0 0.0
C 1.05049 2.36193 6.59054 0.0 0.0 0.0
C 2.06670 2.82421 7.56857 0.0 0.0 0.0
O 1.90510 2.69050 8.76248 0.0 0.0 0.0
C 3.29798 3.46082 7.03089 0.0 0.0 0.0
C 3.48279 3.61197 5.72316 0.0 0.0 0.0
C 2.46318 3.15194 4.74647 -0.1 -0.1 0.0
O 2.62682 3.28824 3.55317 0.1 0.0 0.0
H 0.51131 2.18078 4.54665 0.0 0.0 0.0
H 0.16492 1.89829 7.00584 0.0 0.0 0.0
H 4.02252 3.78709 7.76620 0.0 0.0 0.0
H 4.36971 4.07091 5.30492 0.0 0.0 0.0
C 8.06713 -6.71745 -3.45968 0.0 0.0 0.0
C 7.90488 -7.56628 -4.47104 0.0 0.0 0.0
C 7.34377 -8.92418 -4.25632 0.0 0.0 0.0
O 7.19998 -9.70016 -5.17631 0.0 0.0 0.0
C 6.96645 -9.29756 -2.86844 0.0 0.0 0.0
C 7.12806 -8.45003 -1.85648 0.0 0.0 0.0
C 7.69185 -7.09294 -2.07280 0.0 0.0 0.0
O 7.83859 -6.32056 -1.14936 0.0 0.0 0.0
H 8.48337 -5.72746 -3.59223 0.0 0.0 0.0
H 8.17025 -7.31710 -5.49068 0.0 0.0 0.0
H 6.55695 -10.29134 -2.73935 0.0 0.0 0.0
H 6.86049 -8.69699 -0.83697 0.0 0.0 0.0
C -7.24295 -2.63644 -4.29093 0.0 0.0 0.0
C -8.29871 -2.20393 -4.97446 0.0 0.0 0.0
C -8.20146 -1.03748 -5.88690 0.0 0.0 0.0
O -9.16453 -0.64451 -6.51198 0.0 0.0 0.0
C -6.88151 -0.36853 -6.00579 0.0 0.0 0.0
C -5.82445 -0.79958 -5.32343 0.0 0.0 0.0
C -5.91873 -1.97210 -4.41425 0.0 0.0 0.0
O -4.96002 -2.36569 -3.79262 0.0 -0.1 -0.1
H -7.28533 -3.48111 -3.61503 0.0 0.0 0.0
H -9.27322 -2.67013 -4.90277 0.0 0.0 0.0
H -6.83952 0.48228 -6.67401 0.0 0.0 0.0
H -4.85186 -0.32816 -5.38816 0.0 0.0 0.0
```
Forces are in eV/Å.

---

# 2
Entry from OMol25: C50H51CrN3O4Sb2 as an isolated structure at a distorted geometry (the ωB97M-V functional and the def2-TZVPD basis).

Output
E_LUMO (alpha / beta) (eV): -8.4 / -8.7
Expectation value of S²: 4.1188
HOMO (alpha / beta) (Ha): -0.529 / -0.550
Kohn-Sham gap (alpha / beta) (eV): 5.977 / 6.233
ΔE to the lowest compared entry with this formula, charge and spin (kJ/mol): 311.8
Spin multiplicity: 4
Charge: +3

XYZ file:
```
111
Properties=species:S:1:pos:R:3:forces:R:3
Cr 0.92989 -0.92368 0.97824 -3.8 -0.2 -0.8
C -0.37468 -5.84870 1.43300 0.2 -0.1 -0.2
C 0.25737 -6.30496 0.28259 -0.2 0.5 0.3
C 0.80932 -5.39641 -0.60451 0.0 0.1 -0.1
C 0.74685 -4.02681 -0.37806 0.0 -0.7 0.2
N 0.12222 -3.60755 0.78256 1.1 -2.9 -1.0
C -0.43228 -4.49508 1.66756 -0.3 0.5 0.5
C 1.28111 -2.99969 -1.26950 0.1 0.6 -0.3
C 1.70243 -3.37319 -2.55840 -0.1 -0.1 0.3
C 2.25740 -2.46074 -3.42956 0.0 0.0 0.0
C 2.39182 -1.13499 -3.04726 -0.1 -0.1 0.2
C 1.94124 -0.74815 -1.79374 0.1 0.3 0.1
C 1.38938 -1.64412 -0.88293 -0.1 -0.3 0.2
H -0.79836 -6.53598 2.14914 -0.1 0.0 0.1
H 0.31493 -7.36351 0.08633 0.0 -0.1 0.0
H 1.31275 -5.77407 -1.47672 0.1 0.1 -0.1
H -1.42862 -4.51735 3.30598 0.1 -0.1 -0.1
H 1.59751 -4.39456 -2.88467 0.0 -0.1 -0.1
H 2.59652 -2.78435 -4.40038 0.0 -0.1 -0.1
H 2.86148 -0.42344 -3.70979 0.0 0.1 -0.1
H 2.06987 0.29192 -1.49849 0.0 -0.1 0.0
C -0.41151 1.02991 -4.21990 0.2 0.1 0.2
C -1.65809 0.22272 -4.39468 -0.3 -0.1 0.1
C -1.75104 -0.93382 -3.42659 -0.1 -0.1 0.4
Sb -2.02429 -0.17629 -1.40628 -1.2 -0.7 -1.3
C -2.45920 -2.08475 -0.51512 0.3 0.6 0.0
C -2.12477 -3.25213 -1.17319 0.0 0.0 -0.3
C -2.54547 -4.47308 -0.67135 -0.2 -0.1 -0.1
C -3.29300 -4.52581 0.49160 -0.1 0.0 0.0
C -3.62480 -3.35278 1.15016 -0.1 0.1 0.0
C -3.20907 -2.13205 0.64604 -0.1 0.1 0.1
C -4.09661 0.34666 -1.71820 0.6 0.0 0.2
C -5.03572 -0.67164 -1.81783 0.1 -0.2 0.0
C -6.35276 -0.37280 -2.12320 0.0 0.0 0.0
C -6.73858 0.94233 -2.32848 0.0 0.0 0.0
C -5.80420 1.95810 -2.22000 -0.1 0.1 0.0
C -4.48628 1.66222 -1.91279 0.2 0.2 0.0
Sb -0.25945 2.14531 -2.15510 -0.5 0.6 0.4
C -1.61077 3.77787 -2.57025 0.4 -0.5 0.0
C -1.60215 4.87466 -1.71471 0.2 0.0 0.1
C -2.45074 5.94379 -1.94014 0.0 0.1 0.0
C -3.29351 5.94134 -3.04114 0.0 0.0 0.0
C -3.26862 4.87345 -3.92488 0.0 0.0 -0.1
C -2.42737 3.79696 -3.69400 0.0 -0.1 -0.2
C -0.47334 2.57550 0.12112 0.4 0.1 -0.7
C 0.66495 2.90587 0.83550 0.1 -0.1 -0.2
C 0.55613 3.57741 2.04597 -0.1 0.1 0.2
C -0.70110 3.93366 2.52836 0.3 0.5 -0.6
C -1.84415 3.56877 1.81842 0.0 0.0 -0.1
C -1.72781 2.86801 0.62888 -0.2 -0.1 0.0
H -0.33285 1.85563 -4.92303 0.1 0.3 0.2
H 0.48776 0.41696 -4.25532 0.0 0.1 0.1
H -1.63971 -0.17535 -5.41860 0.0 0.1 0.0
H -2.55748 0.84102 -4.31872 0.0 0.0 -0.1
H -0.85098 -1.55196 -3.46895 0.0 0.0 0.0
H -2.62155 -1.54797 -3.65474 0.0 -0.1 0.1
H -1.54821 -3.22349 -2.08542 0.0 0.0 -0.1
H -2.30022 -5.38052 -1.19874 0.0 -0.1 -0.1
H -3.62239 -5.47738 0.87909 -0.1 -0.1 0.0
H -4.22623 -3.38509 2.04459 -0.1 0.0 0.1
H -3.48854 -1.21359 1.14133 0.0 0.0 0.1
H -4.74445 -1.70280 -1.66363 -0.1 0.0 0.0
H -7.07775 -1.16847 -2.20674 0.0 -0.1 0.0
H -7.76429 1.17161 -2.57183 -0.1 0.0 0.0
H -6.09558 2.98451 -2.37836 -0.1 0.1 0.0
H -3.76615 2.46900 -1.84773 -0.1 0.0 0.0
H -0.91281 4.90954 -0.88165 -0.1 0.1 0.1
H -2.44151 6.78079 -1.25863 0.0 0.1 0.0
H -3.95066 6.77822 -3.22101 -0.1 0.1 0.0
H -3.90123 4.87708 -4.80048 0.0 0.0 0.0
H -2.41439 2.97961 -4.40009 -0.1 0.0 0.0
H 1.64750 2.68998 0.42928 0.0 0.1 0.0
H 1.44664 3.85897 2.58990 0.1 0.1 0.0
H -0.78474 4.60778 3.37194 0.0 0.0 0.2
H -2.82120 3.87431 2.16335 -0.1 0.0 0.1
H -2.62179 2.58992 0.08479 -0.1 0.1 0.0
N -0.94409 1.78579 4.43066 0.3 0.3 0.2
C -1.70240 0.83340 3.59552 -0.1 -0.6 -0.7
C -0.73747 0.35822 2.49028 -1.1 0.5 0.2
O -1.16983 -0.03037 1.39823 -0.2 0.1 -0.1
O 0.47900 0.39098 2.77303 1.1 -0.6 -0.1
H -0.84889 2.69791 3.88761 0.0 -0.9 0.6
H 0.01110 1.38692 4.51790 -0.3 0.3 0.1
H -1.36187 1.95886 5.35212 0.1 -0.1 -0.2
H -2.59459 1.29340 3.17175 0.2 0.0 0.1
H -1.99623 -0.04435 4.17786 0.1 0.2 0.1
O -0.97642 -3.88409 2.73002 0.3 -0.3 -0.3
N 0.05917 -2.34971 1.02251 -0.7 2.1 1.7
C 8.80050 1.25094 2.62711 0.3 0.1 0.0
C 7.38309 0.83621 2.54987 -0.5 -0.2 0.1
C 6.78845 0.13644 3.60394 0.0 0.0 -0.1
C 5.49280 -0.32073 3.54376 0.0 0.0 -0.2
C 4.92389 -1.02251 4.73555 0.0 -0.1 0.1
C 4.73193 -0.09465 2.35096 0.0 0.2 -0.2
C 3.49241 -0.75044 2.22684 0.2 -0.5 0.7
O 2.59481 -0.61799 1.34311 4.1 0.9 0.4
C 5.29947 0.70705 1.31061 0.0 -0.1 0.0
C 4.52007 1.04562 0.08247 0.1 0.1 -0.1
C 6.60187 1.13119 1.42616 -0.1 0.0 0.0
H 9.16542 1.22994 3.65005 0.1 0.0 0.0
H 8.95267 2.24203 2.20412 0.0 0.0 0.0
H 9.41115 0.55981 2.04018 0.0 0.0 0.0
H 7.36927 -0.05469 4.49200 0.1 0.0 0.2
H 5.50146 -0.76567 5.61979 0.0 0.0 0.0
H 4.99091 -2.10364 4.61447 0.0 -0.1 0.0
H 3.88557 -0.75552 4.91729 0.0 0.0 0.1
H 3.27832 -1.52007 2.97893 0.0 0.2 0.0
H 4.19898 0.13886 -0.43135 -0.1 0.1 0.0
H 5.13090 1.63323 -0.59720 0.0 0.0 0.0
H 3.63686 1.63221 0.34166 -0.1 -0.1 0.0
H 7.03977 1.70312 0.62200 0.0 0.1 -0.1
```
Forces are in eV/Å.